{
  "formula": "C5H8O",
  "method": "ωB97M-V/def2-TZVPD",
  "species": ["C", "H", "C", "H", "C", "H", "H", "H", "H", "C", "C", "H", "O", "H"],
  "xyz": [[0.201, 0.316, 0.274], [0.220, -0.808, 2.323], [0.238, -2.211, 1.054], [-1.750, 1.262, -2.059], [-0.189, 0.263, -1.001], [-1.115, 2.329, -0.864], [-0.288, 2.096, -2.304], [1.576, 1.071, 1.426], [0.083, -0.648, -1.539], [0.233, -0.877, 1.278], [-0.841, 1.517, -1.513], [0.681, -2.920, 1.940], [0.905, 1.390, 0.833], [0.048, -2.780, 0.153]],
  "homo_lumo_gap_ev": 8.66,
  "smiles": "C=C/C(O)=C/C",
  "total_charge": 0
}

{
  "formula": "C19H24N2O2",
  "method": "ωB97M-V/def2-TZVPD",
  "species": ["C", "O", "C", "H", "H", "H", "H", "H", "C", "H", "C", "C", "H", "H", "H", "H", "C", "H", "H", "O", "H", "H", "C", "C", "H", "C", "H", "N", "H", "C", "C", "H", "C", "C", "C", "H", "H", "C", "H", "C", "C", "C", "C", "H", "H", "H", "N"],
  "xyz": [[0.236, 0.913, -1.368], [-2.463, 2.868, 0.199], [4.851, 0.361, 0.148], [8.461, -0.826, 0.236], [-2.292, -4.745, -0.693], [-1.870, -1.632, -0.736], [-4.328, 1.785, 1.640], [7.384, -0.036, 2.354], [-2.955, -3.046, 0.466], [-0.992, -3.884, 0.131], [1.321, 1.364, -0.621], [-2.021, -4.226, 0.224], [-4.341, 3.251, -0.357], [-3.091, -2.553, -1.615], [-5.355, 1.185, 0.334], [5.081, -0.143, -1.940], [-2.884, -2.034, -0.675], [1.915, 2.762, 0.915], [0.417, 0.182, -2.142], [2.931, 0.376, -2.050], [-2.680, -2.561, 1.405], [-3.581, 1.973, -1.316], [-3.690, 2.372, -0.305], [1.095, 2.336, 0.354], [3.166, 1.112, 1.000], [-1.044, 1.370, -1.131], [-4.890, -1.278, -0.449], [6.805, -0.507, -0.910], [5.021, 0.735, 2.260], [2.660, 0.806, -0.949], [-3.875, -0.880, -0.526], [-3.900, -0.528, 1.593], [5.525, 0.384, 1.369], [-4.320, 1.344, 0.641], [5.553, -0.101, -0.971], [-2.075, -4.934, 1.048], [-0.360, 3.563, 1.334], [-3.587, 0.001, 0.691], [-3.981, -3.408, 0.565], [-1.272, 2.319, -0.135], [6.838, -0.044, 1.423], [-0.177, 2.805, 0.588], [7.436, -0.482, 0.250], [-1.850, 0.978, -1.730], [-3.837, -0.275, -1.435], [-2.513, 0.177, 0.773], [3.532, 0.800, 0.111]],
  "homo_lumo_gap_ev": 9.15,
  "smiles": "CCCCCCCOc1ccc(C(=O)Nc2cccnc2)cc1",
  "total_charge": 0
}

{
  "formula": "C12H26BBr12F4O2Zr",
  "method": "ωB97M-V/def2-TZVPD",
  "species": ["B", "H", "C", "H", "F", "F", "H", "H", "H", "C", "F", "H", "H", "H", "Br", "Br", "H", "Br", "Zr", "C", "H", "C", "C", "Br", "C", "H", "Br", "H", "C", "H", "H", "C", "Br", "C", "Br", "O", "H", "H", "O", "H", "H", "H", "C", "H", "H", "Br", "Br", "H", "H", "H", "H", "C", "Br", "C", "F", "Br", "H", "Br"],
  "xyz": [[0.749, 3.896, 2.138], [6.403, 0.334, 0.555], [1.682, -3.519, -1.880], [-3.049, 2.427, 0.355], [1.915, 4.581, 2.128], [1.145, 2.472, 1.788], [-3.775, 1.436, 1.707], [2.459, -2.812, -2.203], [0.884, -4.059, -3.734], [-3.308, 1.469, 0.762], [0.011, 4.051, 0.888], [-4.582, -3.472, -1.918], [3.713, -1.130, 0.056], [4.587, 5.886, -1.509], [-3.313, 0.375, -1.889], [-0.224, -1.806, -3.222], [2.147, 5.725, -1.999], [4.253, 1.567, 0.765], [0.362, 2.114, -0.164], [-6.660, -3.242, -1.069], [-1.302, -3.227, 4.443], [0.508, -3.536, -2.846], [-4.050, 0.492, -0.097], [4.473, 4.894, -3.803], [-0.168, -2.110, 3.247], [0.725, -0.525, -1.200], [1.159, -0.840, 3.072], [-5.189, 0.818, -0.282], [2.767, 4.903, -1.541], [2.526, 4.921, -0.506], [-4.181, -0.497, 0.305], [-5.150, -2.898, -1.165], [-1.302, -1.027, 5.615], [4.255, 4.925, -1.868], [1.913, 3.231, -2.255], [-1.216, 2.766, -1.082], [-6.764, -4.132, -0.419], [0.265, -2.945, 2.668], [0.703, 0.389, -0.860], [5.371, -0.362, 1.814], [-1.042, -1.727, 2.735], [5.102, -2.082, -0.048], [5.404, 0.001, 0.812], [2.242, -4.465, -1.972], [-7.045, -3.273, -2.070], [4.844, -0.473, -2.017], [1.320, -3.219, -0.030], [-4.990, -1.835, -1.363], [4.774, 4.103, -1.277], [-0.343, -4.085, -2.535], [-1.862, 2.533, -1.751], [4.769, -1.047, -0.143], [-1.579, 0.757, 1.495], [-0.556, -2.482, 4.661], [-0.041, 4.054, 3.253], [-7.742, -1.979, -0.175], [0.239, -2.991, 5.152], [-4.236, -3.325, 0.477]],
  "homo_lumo_gap_ev": 8.83,
  "total_charge": 1
}

{
  "formula": "C5H6O",
  "method": "ωB97M-V/def2-TZVPD",
  "species": ["C", "C", "H", "C", "H", "H", "H", "H", "C", "O", "C", "H"],
  "xyz": [[-1.916, -0.809, 1.620], [1.037, 0.740, -0.144], [1.750, 0.196, 0.491], [-1.287, 0.366, 1.050], [0.682, -1.026, -1.362], [-2.359, -0.701, 2.619], [0.067, 0.469, -2.071], [1.816, 0.143, -2.080], [-0.230, 0.691, 0.558], [-1.851, -1.875, 1.052], [0.896, 0.039, -1.501], [1.396, 1.767, -0.234]],
  "homo_lumo_gap_ev": 10.58,
  "smiles": "CCC#CC=O",
  "total_charge": 0
}

Number 4 is which compound?
C5H6O